[1]
Computed, not measured: 11 unconnected molecules or ions with the total composition C24H73N14O11, with ωB97M-V/def2-TZVPD.

For the HOMO energy, the calculation gives -0.10094 Ha. The calculation puts the HOMO-LUMO gap at 4.4634 eV. The calculation puts the calculated total energy at -2552.3006 a.u.

```
! RIJCOSX wB97M-V def2-TZVPD def2/J DEFGRID3
* xyz -1 1
C -1.490 -0.132 -0.642
O -2.677 0.267 -0.036
H -1.186 0.456 -1.508
H -0.644 -0.175 0.044
H -1.457 -1.167 -0.982
C 0.281 0.059 6.358
C -0.259 -1.399 6.363
O -1.504 -1.710 6.982
H 0.148 0.435 7.372
H -0.262 0.696 5.659
H 1.351 0.103 6.152
H 0.499 -2.034 6.822
H -0.349 -1.651 5.306
H -2.016 -0.909 6.846
C -4.466 3.878 4.585
O -4.713 4.592 5.480
N -4.992 2.665 4.527
N -3.665 4.101 3.634
H -5.533 2.280 5.288
H -4.708 2.010 3.814
H -3.432 3.274 3.102
H -2.994 4.837 3.465
C 2.572 6.879 2.986
O 1.619 7.387 2.464
N 2.910 5.686 2.779
N 3.355 7.500 3.768
H 3.796 5.353 3.129
H 2.216 5.085 2.358
H 3.125 8.473 3.908
H 4.015 6.938 4.287
C -2.227 6.049 -7.112
O -1.769 6.205 -8.184
N -2.386 6.949 -6.173
N -2.629 4.904 -6.621
H -2.041 7.881 -6.353
H -2.829 6.686 -5.305
H -3.080 4.786 -5.726
H -2.601 4.267 -7.405
C -4.764 -6.070 4.241
O -5.486 -6.874 3.581
N -4.525 -4.849 3.931
N -4.339 -6.297 5.416
H -4.930 -4.417 3.113
H -4.011 -4.275 4.584
H -4.354 -7.252 5.743
H -3.843 -5.680 6.044
C -7.817 -1.219 -3.795
O -8.616 -1.595 -4.661
N -7.640 -1.907 -2.700
N -7.042 -0.202 -3.973
H -8.283 -2.666 -2.524
H -6.981 -1.522 -2.039
H -6.354 0.038 -3.274
H -6.978 0.294 -4.851
C 7.359 -1.538 1.131
C 8.109 -2.827 1.412
C 9.523 -2.481 1.663
O 10.086 -1.594 0.731
C 10.044 -2.098 -0.655
N 7.524 -3.415 2.523
H 7.515 -0.767 1.885
H 6.272 -1.574 1.213
H 7.698 -1.011 0.239
H 8.069 -3.551 0.598
H 10.167 -3.360 1.645
H 9.797 -1.955 2.578
H 10.380 -1.386 -1.408
H 9.008 -2.289 -0.935
H 10.718 -2.946 -0.780
H 6.552 -3.648 2.374
H 7.567 -2.670 3.203
C 4.186 4.131 -4.926
C 4.477 3.116 -6.121
C 3.897 1.789 -5.734
O 3.942 0.753 -6.725
C 5.229 0.434 -7.288
N 3.775 3.548 -7.345
H 4.817 5.012 -5.045
H 4.344 3.681 -3.946
H 3.158 4.496 -4.925
H 5.564 3.084 -6.196
H 2.831 1.819 -5.512
H 4.321 1.473 -4.781
H 5.730 1.247 -7.815
H 5.040 -0.395 -7.969
H 5.807 0.040 -6.452
H 2.789 3.331 -7.326
H 4.047 2.800 -7.967
C 5.420 -11.827 2.996
C 5.278 -10.382 2.494
C 3.783 -9.897 2.497
O 3.613 -8.524 1.958
C 2.292 -7.988 1.930
N 6.160 -9.561 3.407
H 5.187 -11.996 4.047
H 6.377 -12.292 2.758
H 4.820 -12.482 2.364
H 5.548 -10.398 1.438
H 3.339 -9.922 3.493
H 3.317 -10.582 1.790
H 1.903 -7.759 2.922
H 1.622 -8.594 1.319
H 2.384 -7.097 1.309
H 6.006 -9.693 4.396
H 5.964 -8.577 3.294
C -8.186 7.428 -1.235
C -8.266 5.881 -1.154
C -9.496 5.346 -1.919
O -10.730 5.855 -1.358
C -11.884 5.296 -1.862
N -7.008 5.309 -1.567
H -7.371 7.732 -0.577
H -9.117 7.749 -0.767
H -8.184 7.781 -2.266
H -8.387 5.641 -0.098
H -9.549 4.259 -1.854
H -9.437 5.658 -2.961
H -12.698 5.898 -1.461
H -11.983 4.216 -1.753
H -11.789 5.463 -2.935
H -7.010 4.320 -1.361
H -6.274 5.479 -0.894
*
```

---

[2]
Computed, not measured: 10 unconnected molecules or ions with the total composition C24H73N5O10, with ωB97M-V/def2-TZVPD.

For the HOMO energy, the calculation gives -0.34363 Ha. The calculation puts the relative energy (zero: lowest compared OMol25 entry of this formula, charge and spin) at 0.0 kcal/mol. The calculation puts the HOMO-LUMO gap at 9.8843 eV. As for the SMILES: COC[C@H](C)N.COC[C@H](C)N.COC[C@H](C)N.COC[C@H](C)N.COC[C@H](C)N.CO.CO.CO.CO.O. The calculation puts the calculated total energy at -1984.2283 a.u.

```
! RIJCOSX wB97M-V def2-TZVPD def2/J DEFGRID3
* xyz 0 1
C -4.103 7.854 1.433
C -3.957 7.104 0.125
C -3.722 5.621 0.306
O -2.509 5.414 0.997
C -2.232 4.041 1.167
N -5.160 7.387 -0.701
H -4.975 7.540 2.014
H -4.188 8.926 1.265
H -3.235 7.669 2.070
H -3.140 7.565 -0.437
H -3.732 5.115 -0.670
H -4.546 5.196 0.902
H -2.932 3.567 1.865
H -1.238 3.961 1.608
H -2.226 3.530 0.201
H -5.937 6.906 -0.246
H -5.085 6.894 -1.589
C 1.556 -5.873 -1.993
C 0.381 -5.486 -1.092
C -0.918 -6.125 -1.497
O -1.965 -5.349 -0.885
C -3.236 -5.703 -1.362
N 0.649 -5.898 0.309
H 1.258 -5.744 -3.035
H 1.794 -6.929 -1.854
H 2.433 -5.278 -1.745
H 0.278 -4.403 -1.183
H -0.978 -7.150 -1.121
H -1.093 -6.083 -2.578
H -3.346 -5.593 -2.448
H -3.938 -5.009 -0.896
H -3.542 -6.723 -1.102
H -0.129 -5.509 0.847
H 1.414 -5.330 0.678
C 0.611 2.278 -0.519
C -0.143 1.003 -0.849
C 0.834 -0.174 -0.826
O 0.235 -1.306 -1.444
C 1.186 -2.220 -1.990
N -1.248 0.794 0.099
H -0.030 3.148 -0.675
H 1.461 2.462 -1.182
H 1.014 2.278 0.497
H -0.512 1.018 -1.880
H 1.073 -0.434 0.217
H 1.779 0.094 -1.311
H 0.573 -2.871 -2.611
H 1.658 -2.789 -1.188
H 1.888 -1.669 -2.617
H -1.370 -0.217 0.141
H -0.938 0.989 1.050
C 4.470 1.697 -1.829
C 4.470 1.436 -0.333
C 4.963 0.049 0.037
O 4.190 -0.922 -0.652
C 4.397 -2.212 -0.162
N 5.279 2.476 0.328
H 4.268 2.743 -2.050
H 3.766 1.031 -2.331
H 5.455 1.485 -2.260
H 3.456 1.554 0.059
H 4.852 -0.080 1.122
H 6.025 -0.083 -0.217
H 5.447 -2.550 -0.166
H 3.811 -2.902 -0.763
H 4.163 -2.371 0.904
H 5.117 2.498 1.330
H 6.267 2.244 0.249
C 0.297 -3.629 3.375
C 1.489 -2.719 3.107
C 1.358 -1.437 3.922
O 2.409 -0.514 3.696
C 2.358 0.073 2.419
N 2.726 -3.459 3.356
H 0.236 -3.998 4.402
H 0.355 -4.505 2.727
H -0.631 -3.091 3.172
H 1.454 -2.473 2.041
H 1.408 -1.699 4.982
H 0.387 -0.966 3.717
H 2.939 0.998 2.396
H 1.340 0.438 2.207
H 2.693 -0.603 1.628
H 3.490 -2.817 3.546
H 2.640 -4.017 4.199
O -1.338 -2.406 0.616
H -1.382 -3.367 0.658
H -0.924 -2.219 -0.235
C -2.132 -1.628 -3.439
O -3.433 -1.816 -3.987
H -1.386 -1.530 -4.231
H -2.103 -0.669 -2.918
H -1.917 -2.411 -2.711
H -3.362 -2.141 -4.886
C -4.413 0.107 -0.609
O -4.353 1.472 -0.261
H -4.771 -0.468 0.253
H -5.107 -0.103 -1.424
H -3.428 -0.286 -0.859
H -3.442 1.783 -0.291
C -2.521 0.388 2.908
O -1.385 1.246 3.051
H -3.160 0.407 3.795
H -3.146 0.714 2.071
H -2.272 -0.658 2.727
H -1.666 1.922 3.673
C 2.096 5.104 -2.563
O 3.060 5.356 -3.586
H 2.594 4.532 -1.776
H 1.727 6.043 -2.146
H 1.279 4.544 -3.005
H 3.759 5.919 -3.245
*
```